No. 1
This record from OMol25 describes C14H10Cl8F2 as an isolated structure at a distorted geometry. The level of theory is ωB97M-V/def2-TZVPD.

- HOMO level: -8.26 eV
- Lowest unoccupied orbital energy: -0.009 Ha
- ΔE to the lowest compared entry with this formula, charge and spin: 10.202 eV
- E_tot: -4420.3144 hartree

Geometry as ORCA input:
```
! RIJCOSX wB97M-V def2-TZVPD def2/J DEFGRID3
* xyz 0 1
Cl -1.25947 -0.04287 3.00250
Cl -2.90834 -1.35623 3.74323
H 2.42644 -2.06892 -3.44902
C -1.04492 -1.18191 1.63209
C 1.33198 1.27263 -1.03769
H -0.72699 -1.16013 -0.75289
C -2.60431 -1.21776 5.53776
H 1.02495 -1.05236 -5.44447
C -0.58981 -0.55488 -4.10137
H 1.62928 -2.01346 -1.23248
F 0.56165 0.99762 2.41515
C -1.04511 -0.54719 -2.75778
H 1.45079 3.34245 2.19475
H -1.84813 0.14373 -2.54752
Cl -3.31182 -2.50415 6.45288
Cl 0.61426 -1.66679 1.43324
C 1.44929 -1.62678 -3.32226
Cl -1.99154 -2.76257 1.81249
C 0.89227 1.52331 1.24448
Cl -3.00174 0.40566 6.03720
C 0.98792 -1.68034 -2.03504
Cl -0.92095 -1.30700 5.66303
H 1.21779 0.62892 -1.89733
F -1.45522 -0.01270 -5.04525
C 0.72764 -0.98329 -4.40849
Cl -1.43380 -0.31377 0.14220
C -0.25767 -1.10600 -1.72408
C 1.63607 2.62907 -1.08689
C 0.97985 0.71144 0.17293
C 1.35179 2.84688 1.24028
H 1.95050 4.46461 -0.08116
C 1.65618 3.43011 0.01681
H 0.65150 -0.31609 0.22577
H 1.85970 3.07873 -2.04303
*
```

No. 2
This record from OMol25 describes one molecule with the formula C5H12N2S at a distorted geometry. The level of theory is ωB97M-V/def2-TZVPD.

- HOMO level: -8.69 eV
- Lowest unoccupied orbital energy: 0.025 Ha
- ΔE to the lowest compared entry with this formula, charge and spin: 3.739 eV
- E_tot: -705.2554 hartree

Geometry as ORCA input:
```
! RIJCOSX wB97M-V def2-TZVPD def2/J DEFGRID3
* xyz 0 1
H -2.72908 -0.92710 0.03294
N 0.46414 2.07582 -0.09922
H 0.18416 -2.07833 -1.25194
H -0.48421 2.35858 -0.70311
H 3.67223 -0.86166 0.74970
H -2.36536 -0.08317 -1.37642
H 1.83091 -0.60308 -1.98446
H 0.79632 -1.95915 0.58939
S 2.75782 0.11918 0.36071
H 0.30319 -0.37508 2.19397
C 0.46138 -1.55182 -0.32785
C 1.47937 -0.44374 -0.83364
H -2.39188 0.95578 0.31442
H -0.02108 0.74489 -1.57338
H 0.11783 2.12485 1.03865
C -0.55874 -0.37788 0.11105
C -2.10984 -0.11044 -0.26402
H -1.04456 0.58493 1.97521
C 0.29410 0.73977 -0.56830
N -0.65669 -0.33238 1.61630
*
```

No. 3
This record from OMol25 describes a 2-piece molecular cluster, C4H10O2 overall at a distorted geometry. The level of theory is ωB97M-V/def2-TZVPD.

- HOMO level: -9.39 eV
- Lowest unoccupied orbital energy: 0.028 Ha
- ΔE to the lowest compared entry with this formula, charge and spin: 3.486 eV
- E_tot: -308.7701 hartree

Geometry as ORCA input:
```
! RIJCOSX wB97M-V def2-TZVPD def2/J DEFGRID3
* xyz 0 1
C 2.17086 -0.67354 -0.11579
H 2.21006 -1.38310 -0.94402
H 0.86885 0.82877 0.69158
H 3.03242 -0.01107 -0.20845
C -1.96291 0.73093 0.80504
H 2.28015 -1.19049 0.83704
H -2.24714 1.62408 0.25006
C -1.43404 -0.31357 -0.13266
O -1.79180 -0.48490 -1.28863
H 0.04004 -0.84107 0.09050
H -1.08430 -1.31059 0.53069
H -1.16488 1.01403 1.49533
H 0.16675 0.56354 -1.93799
O 0.83061 0.91209 -1.31382
H -2.80511 0.39220 1.40408
C 0.89042 0.14268 -0.16295
*
```

Question: Which of these has the lowest ΔE to the lowest compared entry with this formula, charge and spin?
Answer: C4H10O2